{
  "formula": "C24H33FMgNSeSi3",
  "method": "wB97M-V/def2-TZVPD",
  "symbols": ["Mg", "C", "Si", "C", "C", "N", "C", "C", "C", "C", "C", "C", "F", "H", "H", "H", "H", "H", "H", "H", "H", "H", "H", "H", "H", "H", "C", "Si", "C", "C", "Se", "H", "H", "H", "H", "H", "H", "H", "H", "H", "C", "C", "C", "C", "C", "C", "Si", "C", "C", "C", "C", "C", "C", "H", "H", "H", "H", "H", "H", "H", "H", "H", "H", "H"],
  "coordinates": [[0.22, 0.14, 0.64], [3.61, 0.68, -0.05], [3.18, -1.16, -0.03], [4.16, -1.93, -1.47], [3.88, -1.91, 1.57], [1.48, -1.28, -0.16], [0.77, -2.45, -0.21], [1.30, -3.76, -0.14], [0.49, -4.88, -0.17], [-0.89, -4.77, -0.29], [-1.45, -3.51, -0.39], [-0.62, -2.42, -0.36], [-1.20, -1.15, -0.47], [4.69, 0.82, -0.11], [3.26, 1.20, 0.85], [3.16, 1.18, -0.92], [5.22, -1.68, -1.36], [3.81, -1.53, -2.42], [4.06, -3.01, -1.51], [4.85, -1.47, 1.83], [4.02, -2.99, 1.49], [3.19, -1.73, 2.41], [2.37, -3.86, -0.04], [0.95, -5.86, -0.09], [-1.52, -5.65, -0.30], [-2.52, -3.37, -0.48], [-0.08, 1.72, 5.64], [-0.19, -0.11, 5.13], [-1.33, -0.96, 6.39], [1.55, -0.86, 5.28], [-1.08, -0.35, 3.10], [0.07, 1.82, 6.72], [-1.00, 2.23, 5.36], [0.75, 2.22, 5.13], [-0.98, -0.82, 7.41], [-1.39, -2.03, 6.18], [-2.33, -0.54, 6.30], [1.87, -0.91, 6.32], [2.27, -0.27, 4.72], [1.55, -1.88, 4.87], [0.66, 4.28, -4.33], [-0.15, 3.18, -4.11], [-0.26, 2.65, -2.83], [0.41, 3.21, -1.74], [1.22, 4.31, -2.00], [1.35, 4.84, -3.27], [0.16, 2.54, 0.04], [-1.57, 3.23, 0.49], [-2.74, 2.62, 0.04], [-3.99, 3.09, 0.40], [-4.10, 4.19, 1.23], [-2.95, 4.81, 1.70], [-1.71, 4.33, 1.33], [0.75, 4.70, -5.33], [-0.69, 2.73, -4.93], [-0.89, 1.77, -2.68], [1.77, 4.76, -1.17], [1.99, 5.70, -3.43], [1.05, 3.50, 0.78], [-2.67, 1.74, -0.60], [-4.89, 2.60, 0.03], [-5.08, 4.56, 1.53], [-3.03, 5.67, 2.37], [-0.81, 4.82, 1.70]],
  "lowdin_charge": [0.358, -0.186, 0.374, -0.180, -0.168, -0.148, -0.333, -0.038, -0.109, -0.118, -0.028, -0.215, -0.041, 0.025, 0.019, 0.023, 0.020, 0.025, 0.012, 0.022, 0.015, 0.017, 0.081, 0.095, 0.090, 0.117, -0.243, 0.016, -0.253, -0.245, 0.194, 0.016, 0.016, 0.018, 0.017, 0.017, 0.017, 0.016, 0.014, 0.016, -0.117, -0.107, -0.118, -0.343, -0.126, -0.109, 0.626, -0.350, -0.120, -0.102, -0.114, -0.106, -0.119, 0.090, 0.094, 0.091, 0.083, 0.092, -0.040, 0.090, 0.094, 0.091, 0.092, 0.084],
  "max_force_ev_per_a": 1.12,
  "total_energy_ha": -4559.206480,
  "e_lumo_ev": 2.80,
  "total_charge": -1,
  "homo_energy_ev": -4.64,
  "homo_lumo_gap_ev": 7.4
}

***

{
  "formula": "C24H33FN4PPdS4Sb",
  "method": "wB97M-V/def2-TZVPD",
  "symbols": ["Pd", "C", "C", "C", "C", "C", "C", "C", "C", "C", "C", "C", "C", "N", "C", "C", "C", "C", "C", "C", "F", "H", "H", "H", "H", "H", "H", "H", "H", "H", "H", "H", "H", "H", "H", "H", "H", "H", "H", "H", "H", "H", "S", "Sb", "S", "S", "S", "C", "N", "C", "N", "C", "N", "C", "P", "C", "C", "H", "H", "H", "H", "H", "H", "H", "H", "H", "H", "H", "H"],
  "coordinates": [[0.94, 0.58, 0.05], [-3.23, 0.42, 0.95], [-3.35, 1.11, 2.30], [-4.06, 0.19, 3.31], [-2.09, 1.69, 2.93], [-2.32, 2.81, 3.73], [-1.33, 3.40, 4.50], [-0.06, 2.84, 4.48], [0.23, 1.75, 3.67], [1.64, 1.19, 3.69], [2.68, 2.28, 3.41], [1.93, 0.50, 5.03], [-0.78, 1.17, 2.85], [-0.43, 0.13, 1.98], [-0.59, -1.13, 2.44], [-1.03, -1.41, 3.76], [-1.22, -2.69, 4.24], [-0.97, -3.80, 3.45], [-0.52, -3.59, 2.15], [-0.34, -2.31, 1.68], [0.07, -2.20, 0.40], [-4.23, 0.24, 0.55], [-2.72, -0.54, 1.03], [-2.68, 1.02, 0.24], [-4.02, 1.97, 2.15], [-3.45, -0.70, 3.49], [-5.03, -0.13, 2.91], [-4.22, 0.71, 4.26], [-3.32, 3.24, 3.76], [-1.54, 4.27, 5.11], [0.72, 3.27, 5.10], [1.72, 0.44, 2.91], [2.65, 3.07, 4.16], [2.49, 2.72, 2.43], [3.68, 1.85, 3.38], [1.89, 1.22, 5.86], [2.92, 0.05, 5.02], [1.19, -0.28, 5.23], [-1.21, -0.56, 4.41], [-1.57, -2.83, 5.26], [-1.12, -4.80, 3.83], [-0.29, -4.42, 1.49], [3.78, 0.99, -3.19], [2.69, -0.42, -1.68], [-0.73, 0.88, -1.73], [3.22, 0.61, 0.51], [3.95, -2.39, -1.74], [-0.85, 5.49, -0.68], [-0.36, 5.16, -2.02], [1.07, 5.44, -2.08], [1.83, 4.79, -1.04], [1.29, 5.15, 0.26], [-0.13, 4.85, 0.41], [-0.36, 3.40, 0.46], [0.23, 2.53, -1.08], [-0.58, 3.73, -2.27], [1.94, 3.34, -1.21], [-1.91, 5.22, -0.62], [-0.76, 6.58, -0.56], [1.20, 6.53, -1.98], [1.45, 5.13, -3.05], [1.43, 6.22, 0.41], [1.84, 4.61, 1.04], [-1.43, 3.20, 0.58], [0.15, 2.99, 1.33], [-1.66, 3.52, -2.23], [-0.24, 3.48, -3.28], [2.40, 3.09, -2.17], [2.57, 2.93, -0.43]],
  "lowdin_charge": [0.099, -0.084, -0.367, -0.066, -0.147, -0.074, -0.101, -0.059, -0.157, -0.392, -0.108, -0.059, -0.234, 0.008, -0.252, -0.067, -0.142, -0.150, -0.047, -0.232, 0.011, 0.074, 0.070, 0.009, 0.118, 0.061, 0.070, 0.071, 0.103, 0.087, 0.099, 0.073, 0.064, 0.033, 0.066, 0.069, 0.075, 0.066, 0.104, 0.087, 0.076, 0.110, -0.327, 0.032, 0.227, -0.002, -0.403, -0.211, -0.157, -0.206, -0.146, -0.191, -0.138, -0.267, 0.418, -0.333, -0.310, 0.122, 0.116, 0.116, 0.126, 0.119, 0.120, 0.093, 0.071, 0.067, 0.086, 0.013, 0.002],
  "max_force_ev_per_a": 2.40,
  "total_energy_ha": -3555.534101,
  "spin_multiplicity": 3,
  "relative_energy_kcal_mol": 16.5,
  "e_lumo_ev": [4.32, 3.43],
  "s_squared": 2.03,
  "total_charge": -2,
  "homo_energy_ev": [-1.01, -1.48],
  "homo_lumo_gap_ev": [5.3, 4.9]
}

***

{
  "formula": "C24H33IrNO3",
  "method": "wB97M-V/def2-TZVPD",
  "symbols": ["O", "C", "C", "H", "H", "C", "H", "H", "C", "H", "H", "H", "C", "H", "H", "H", "Ir", "C", "C", "C", "H", "C", "C", "H", "H", "H", "H", "C", "C", "C", "H", "C", "C", "H", "H", "H", "H", "O", "C", "C", "H", "H", "C", "H", "H", "C", "H", "H", "H", "H", "O", "N", "C", "C", "C", "C", "C", "H", "H", "H", "H", "H"],
  "coordinates": [[-0.49, 4.56, -0.84], [-0.84, 5.29, -2.11], [-1.41, 6.49, -1.38], [-1.58, 4.71, -2.68], [0.05, 5.51, -2.71], [-0.76, 5.82, -0.14], [-2.51, 6.48, -1.37], [-0.99, 7.47, -1.60], [-1.65, 5.69, 1.05], [-2.60, 5.19, 0.82], [-1.87, 6.70, 1.41], [-1.11, 5.17, 1.85], [0.54, 6.52, 0.24], [1.16, 6.71, -0.64], [1.10, 5.91, 0.95], [0.31, 7.49, 0.71], [0.54, 1.76, 0.09], [2.58, 0.99, -0.58], [1.65, 0.51, -1.55], [0.92, 1.64, -2.08], [1.49, -0.53, -1.84], [1.47, 2.83, -1.47], [2.46, 2.42, -0.49], [3.03, 3.09, 0.15], [3.27, 0.39, 0.02], [0.11, 1.62, -2.79], [1.19, 3.84, -1.70], [0.51, 0.11, 2.46], [1.43, 1.18, 2.37], [0.73, 2.40, 2.00], [2.49, 1.16, 2.61], [-0.67, 1.99, 1.76], [-0.76, 0.58, 2.04], [-1.66, -0.01, 1.98], [0.71, -0.90, 2.83], [1.07, 3.44, 2.06], [-1.46, 2.73, 1.75], [-4.05, 3.95, -0.40], [-3.32, 2.71, -0.40], [-3.26, 2.18, -1.86], [-3.84, 1.99, 0.27], [-2.30, 2.86, -0.01], [-4.31, 3.03, -2.62], [-3.51, 1.11, -1.89], [-2.23, 2.29, -2.22], [-5.03, 3.80, -1.48], [-5.00, 2.44, -3.24], [-3.83, 3.78, -3.26], [-5.90, 3.20, -1.15], [-5.39, 4.79, -1.76], [-1.06, 0.17, -0.72], [-1.41, -1.08, -0.42], [-0.50, -2.05, -0.15], [-0.95, -3.33, 0.16], [-2.30, -3.63, 0.11], [-3.22, -2.59, -0.10], [-2.74, -1.32, -0.33], [0.54, -1.76, -0.16], [-0.20, -4.06, 0.45], [-2.64, -4.65, 0.29], [-4.29, -2.75, -0.06], [-3.39, -0.46, -0.45]],
  "lowdin_charge": [-0.163, -0.121, -0.066, 0.107, 0.120, -0.577, 0.121, 0.115, -0.013, 0.073, 0.099, 0.083, -0.018, 0.090, 0.081, 0.096, 1.455, -0.171, -0.160, -0.189, 0.109, -0.223, -0.241, 0.115, 0.114, 0.111, 0.084, -0.088, -0.142, -0.310, 0.105, -0.281, -0.102, 0.111, 0.116, 0.101, 0.089, -0.173, -0.204, -0.153, 0.127, 0.063, -0.151, 0.090, 0.087, -0.181, 0.110, 0.096, 0.118, 0.117, -0.239, -0.247, -0.091, -0.113, -0.160, -0.106, -0.087, 0.099, 0.094, 0.083, 0.098, 0.092],
  "max_force_ev_per_a": 4.56,
  "total_energy_ha": -1318.695185,
  "spin_multiplicity": 6,
  "relative_energy_kcal_mol": 0.0,
  "e_lumo_ev": [0.37, -1.72],
  "s_squared": 8.79,
  "total_charge": 0,
  "homo_energy_ev": [-3.99, -7.44],
  "homo_lumo_gap_ev": [4.4, 5.7]
}

***

{
  "formula": "C24H33N3O3",
  "method": "wB97M-V/def2-TZVPD",
  "symbols": ["C", "C", "C", "C", "C", "C", "C", "C", "C", "C", "N", "C", "O", "C", "C", "C", "O", "N", "C", "C", "N", "C", "C", "C", "C", "C", "C", "C", "O", "C", "H", "H", "H", "H", "H", "H", "H", "H", "H", "H", "H", "H", "H", "H", "H", "H", "H", "H", "H", "H", "H", "H", "H", "H", "H", "H", "H", "H", "H", "H", "H", "H", "H"],
  "coordinates": [[-5.37, -2.88, 0.94], [-4.29, -2.13, 0.98], [-4.27, -0.65, 0.78], [-3.41, -0.23, -0.42], [-3.32, 1.32, -0.49], [-4.65, 1.99, -0.58], [-5.15, 2.77, 0.36], [-3.92, -0.84, -1.73], [-2.66, -1.06, -2.56], [-1.64, -1.48, -1.51], [-2.04, -0.76, -0.32], [-1.25, -0.50, 0.74], [-1.62, 0.17, 1.69], [0.16, -1.08, 0.71], [1.21, -0.03, 0.28], [0.54, 1.10, -0.49], [0.13, 0.95, -1.64], [0.39, 2.28, 0.14], [0.87, 2.62, 1.46], [1.22, 1.34, 2.23], [1.99, 0.41, 1.42], [3.31, 0.90, 1.05], [4.20, -0.24, 0.62], [4.05, -1.50, 1.17], [4.86, -2.55, 0.78], [5.84, -2.33, -0.17], [6.01, -1.08, -0.73], [5.20, -0.02, -0.34], [5.30, 1.25, -0.82], [6.26, 1.52, -1.82], [-5.34, -3.95, 1.11], [-6.35, -2.46, 0.76], [-3.32, -2.58, 1.17], [-3.86, -0.18, 1.67], [-5.28, -0.28, 0.62], [-2.80, 1.66, 0.41], [-2.71, 1.58, -1.36], [-5.22, 1.82, -1.49], [-6.11, 3.25, 0.26], [-4.61, 2.97, 1.27], [-4.64, -0.19, -2.23], [-4.40, -1.79, -1.52], [-2.79, -1.81, -3.34], [-2.34, -0.13, -3.02], [-0.63, -1.20, -1.82], [-1.70, -2.56, -1.33], [0.40, -1.38, 1.74], [0.21, -1.96, 0.08], [1.91, -0.52, -0.42], [-0.07, 3.00, -0.39], [1.75, 3.27, 1.37], [0.09, 3.17, 1.99], [0.29, 0.85, 2.52], [1.78, 1.59, 3.13], [3.75, 1.37, 1.93], [3.28, 1.64, 0.25], [3.27, -1.65, 1.90], [4.73, -3.53, 1.21], [6.49, -3.14, -0.49], [6.79, -0.93, -1.47], [7.27, 1.34, -1.45], [6.08, 0.92, -2.72], [6.14, 2.57, -2.06]],
  "lowdin_charge": [0.005, -0.177, -0.128, -0.390, -0.127, -0.182, 0.011, -0.100, -0.134, -0.142, 0.023, -0.452, 0.036, -0.004, -0.190, -0.450, 0.052, 0.107, -0.145, -0.153, -0.137, -0.123, -0.137, -0.034, -0.089, -0.088, -0.024, -0.224, -0.092, -0.085, 0.049, 0.058, 0.106, 0.118, 0.121, 0.108, 0.123, 0.097, 0.050, 0.061, 0.113, 0.113, 0.113, 0.113, 0.107, 0.130, 0.131, 0.110, 0.158, 0.154, 0.113, 0.123, 0.104, 0.126, 0.141, 0.129, 0.113, 0.099, 0.102, 0.100, 0.096, 0.097, 0.094],
  "max_force_ev_per_a": 0.64,
  "total_energy_ha": -1324.303446,
  "relative_energy_kcal_mol": 66.3,
  "e_lumo_ev": 0.74,
  "smiles": "C=CCC1(CC=C)CCCN1C(=O)C[C@H]1C(=O)NCCN1Cc1ccccc1OC",
  "total_charge": 0,
  "homo_energy_ev": -8.44,
  "homo_lumo_gap_ev": 9.2
}